Entry 1:
This record from the Open Molecules 2025 dataset describes 2 unconnected molecules or ions with the total composition H2O4S at a distorted geometry. The level of theory is wB97M-V/def2-TZVPD.

XYZ file:
```
7
Properties=species:S:1:pos:R:3
O -1.005 -0.936 -0.387
O 1.782 0.735 -0.411
O -2.126 -0.610 0.237
O 1.334 -0.406 0.403
S -2.938 0.721 -0.021
H 0.677 -0.744 -0.117
H 2.276 1.240 0.296
```

Output
Kohn-Sham gap (alpha / beta): 6.511 / 6.510 eV
2S+1: 1
Relative energy (zero: lowest compared OMol25 entry of this formula, charge and spin): 559.93 kJ/mol

Atomic partial charges in e from the natural (NBO) method, atoms 1 to 6: number 1, O, carries -0.27; number 2, O, carries -0.47; number 3, O, carries -0.18; number 4, O, carries -0.46; number 5, S, carries 0.45; number 6, H, carries 0.46

Entry 2:
This record from the Open Molecules 2025 dataset describes a molecular structure, H2O5PSi at a distorted geometry. The level of theory is wB97M-V/def2-TZVPD.

XYZ file:
```
9
Properties=species:S:1:pos:R:3
O 3.318 -1.447 -0.210
O 3.767 1.182 -0.260
O 0.508 -2.059 0.603
O 3.257 0.764 1.086
O 1.439 0.252 -0.612
Si 0.033 -0.766 -0.060
P 2.761 -0.116 -0.145
H -0.653 -0.785 -1.333
H -0.534 0.334 0.704
```

Output
Kohn-Sham gap: 9.238 eV
Net charge: -1
2S+1: 1
Relative energy (zero: lowest compared OMol25 entry of this formula, charge and spin): 126.89 kJ/mol

Atomic partial charges in e from the natural (NBO) method, atoms 1 to 6: number 1, O, carries -1.05; number 2, O, carries -0.55; number 3, O, carries -1.27; number 4, O, carries -0.56; number 5, O, carries -1.13; number 6, Si, carries 1.65

Entry 3:
This record from the Open Molecules 2025 dataset describes a molecular structure, H2OSn at a distorted geometry. The level of theory is wB97M-V/def2-TZVPD.

XYZ file:
```
4
Properties=species:S:1:pos:R:3
Sn 0.202 34.255 -33.965
O -1.376 34.361 -35.341
H -1.034 34.552 -36.215
H -2.327 34.356 -35.451
```

Output
Kohn-Sham gap: 12.303 eV
Net charge: +2
2S+1: 1
Relative energy (zero: lowest compared OMol25 entry of this formula, charge and spin): 9.18 kJ/mol

Need the natural (NBO) charges? In units of e they are: number 1, Sn, carries 1.92; number 2, O, carries -1.08; number 3, H, carries 0.56; number 4, H, carries 0.60

Entry 4:
This record from the Open Molecules 2025 dataset describes a single H2P2S2 molecule at a distorted geometry. The level of theory is wB97M-V/def2-TZVPD.

XYZ file:
```
6
Properties=species:S:1:pos:R:3
P 0.396 0.929 0.821
P -1.418 -0.666 -1.708
S 2.093 0.077 0.235
S -1.568 -0.208 0.227
H 0.567 0.445 2.136
H -0.071 -0.575 -1.711
```

Output
Kohn-Sham gap (alpha / beta): 7.393 / 5.044 eV
2S+1: 1
Relative energy (zero: lowest compared OMol25 entry of this formula, charge and spin): 158.69 kJ/mol

Need the natural (NBO) charges? In units of e they are: number 1, P, carries 0.42; number 2, P, carries 0.27; number 3, S, carries -0.37; number 4, S, carries -0.26; number 5, H, carries 0.00; number 6, H, carries -0.05

Entry 5:
This record from the Open Molecules 2025 dataset describes a single H2P2S4 molecule at a distorted geometry. The level of theory is wB97M-V/def2-TZVPD.

XYZ file:
```
8
Properties=species:S:1:pos:R:3
S 1.571 -3.031 1.615
P 1.060 -1.023 0.661
S -0.813 -0.248 1.283
P -1.247 0.054 -0.859
S -1.033 2.166 -0.838
S 0.758 -0.616 -1.429
H 1.719 0.292 1.115
H -2.014 2.407 -1.546
```

Output
SMILES: S=[PH]1SP(S)S1
Kohn-Sham gap: 7.527 eV
2S+1: 1
Relative energy (zero: lowest compared OMol25 entry of this formula, charge and spin): 160.36 kJ/mol

Atomic partial charges in e from the natural (NBO) method, atoms 1 to 6: number 1, S, carries -0.46; number 2, P, carries 0.62; number 3, S, carries -0.30; number 4, P, carries 0.52; number 5, S, carries -0.25; number 6, S, carries -0.29

Entry 6:
This record from the Open Molecules 2025 dataset describes a single H2S2 molecule. The level of theory is wB97M-V/def2-TZVPD.

XYZ file:
```
4
Properties=species:S:1:pos:R:3
S -0.590 -0.203 -0.852
S 0.645 0.121 0.813
H -1.416 -0.983 -0.153
H 1.362 1.065 0.192
```

Output
SMILES: SS
Kohn-Sham gap: 8.821 eV
2S+1: 1
Relative energy (zero: lowest compared OMol25 entry of this formula, charge and spin): 19.10 kJ/mol

Need the natural (NBO) charges? In units of e they are: number 1, S, carries -0.13; number 2, S, carries -0.14; number 3, H, carries 0.13; number 4, H, carries 0.14

Entry 7:
This record from the Open Molecules 2025 dataset describes 2 unconnected molecules or ions with the total composition H2S3 at a distorted geometry. The level of theory is wB97M-V/def2-TZVPD.

XYZ file:
```
5
Properties=species:S:1:pos:R:3
S -2.062 -0.712 0.244
S 1.606 0.043 0.540
S -1.228 1.129 0.122
H -2.622 -0.789 -1.026
H 1.450 -1.351 0.394
```

Output
Kohn-Sham gap (alpha / beta): 7.059 / 7.234 eV
2S+1: 1
Relative energy (zero: lowest compared OMol25 entry of this formula, charge and spin): 213.40 kJ/mol

Need the natural (NBO) charges? In units of e they are: number 1, S, carries -0.02; number 2, S, carries -0.17; number 3, S, carries -0.06; number 4, H, carries 0.13; number 5, H, carries 0.12